1.
{"formula": "C3F2HgLiO", "method": "wB97M-V/def2-TZVPD", "elements": ["C", "F", "Li", "F", "O", "C", "C", "Hg"], "xyz": [[0.63, 1.14, -0.27], [1.85, 1.74, -0.21], [-0.67, -2.74, -0.49], [1.66, -0.90, 0.36], [-1.85, -0.06, 0.31], [0.55, -0.18, -0.03], [-0.86, -0.82, 0.45], [-1.31, 1.82, -0.13]], "mulliken_charge": [0.0054, -0.1639, 0.9601, -0.2128, -0.5376, 0.3187, -0.2402, 0.8702], "orbital_gap_ev": 6.728, "total_charge": 1, "e_lumo_ev": -6.114, "multiplicity": 1, "total_energy_ev": -14961.092}


2.
{"formula": "C3F3O2", "method": "wB97M-V/def2-TZVPD", "elements": ["C", "C", "C", "O", "O", "F", "F", "F"], "xyz": [[-1.39, 0.78, -0.96], [1.69, -0.24, -0.16], [-0.99, -0.17, 0.08], [0.16, 0.30, -0.33], [-1.30, -1.12, 0.76], [-1.45, 2.04, -0.36], [1.75, 0.06, 1.24], [1.52, -1.64, -0.28]], "mulliken_charge": [-0.6673, -0.3811, 0.9742, 0.2182, -0.5747, -0.1765, -0.2162, -0.1766], "orbital_gap_ev": 8.558, "total_charge": -1, "e_lumo_ev": 4.279, "multiplicity": 1, "total_energy_ev": -15354.478}


3.
{"formula": "C3F4N2", "method": "wB97M-V/def2-TZVPD", "elements": ["C", "C", "C", "N", "N", "F", "F", "F", "F"], "xyz": [[-1.11, 1.19, 0.63], [-0.01, 0.60, 0.03], [0.00, -0.88, -0.05], [-1.84, 1.74, 1.30], [1.06, 1.20, -0.48], [1.17, -1.42, 0.23], [-0.94, -1.46, 0.66], [-0.32, -1.27, -1.36], [1.99, 0.31, -0.95]], "lowdin_spin": [0.0602, 0.4247, 0.0693, 0.1767, 0.9522, 0.0210, 0.0234, 0.0345, 0.2381], "orbital_gap_ev": [9.311, 6.569], "total_charge": 0, "e_lumo_ev": [0.565, -5.292], "multiplicity": 3, "s2": 2.014, "total_energy_ev": -16953.725}


4.
{"formula": "C3F6NO4S2Tm", "method": "wB97M-V/def2-TZVPD", "elements": ["Tm", "O", "C", "O", "N", "S", "O", "C", "F", "F", "F", "S", "O", "C", "F", "F", "F"], "xyz": [[1.12, -3.18, 0.59], [3.91, 0.28, -1.16], [3.66, -0.86, -1.20], [3.87, -1.99, -0.95], [-0.51, 1.24, -0.03], [0.10, 0.34, -1.22], [0.90, -0.92, -0.73], [-1.38, -0.49, -2.04], [-2.18, 0.46, -2.53], [-2.07, -1.24, -1.20], [-0.95, -1.24, -3.05], [-1.48, 0.50, 1.10], [-2.85, 1.14, 1.07], [-0.68, 1.34, 2.56], [0.56, 0.89, 2.73], [-0.64, 2.66, 2.42], [-1.39, 1.05, 3.65]], "lowdin_spin": [1.7916, 0.0021, 0.0082, 0.0503, 0.0027, 0.0215, 0.0869, 0.0015, 0.0003, 0.0064, 0.0014, 0.0213, 0.0013, 0.0010, 0.0032, 0.0003, 0.0001], "orbital_gap_ev": [6.478, 7.046], "total_charge": 0, "e_lumo_ev": [-0.655, -1.727], "multiplicity": 3, "s2": 2.002, "total_energy_ev": -80292.194}


5.
{"formula": "C3H10AgBClNO7P2", "method": "wB97M-V/def2-TZVPD", "elements": ["C", "C", "O", "C", "O", "B", "Cl", "O", "N", "O", "P", "P", "O", "O", "O", "H", "H", "H", "H", "H", "H", "H", "H", "H", "H", "Ag"], "xyz": [[3.39, 1.07, 0.40], [2.65, -0.22, 0.12], [2.21, -0.85, 1.34], [1.41, 0.02, -0.79], [0.12, -0.25, -0.20], [-0.55, -1.46, -0.61], [0.12, -3.01, 0.07], [-0.93, -1.58, -1.94], [-1.34, -0.33, -2.62], [-0.85, -0.27, -3.66], [-2.36, -1.20, 0.61], [-3.74, 0.54, 0.51], [-5.02, -0.04, 0.13], [-3.73, 1.28, 1.91], [-2.98, 1.51, -0.49], [4.01, 1.36, -0.45], [4.06, 0.96, 1.26], [2.70, 1.89, 0.60], [3.31, -0.94, -0.37], [2.97, -1.16, 1.87], [1.51, -0.55, -1.71], [1.37, 1.08, -1.05], [-2.05, -1.18, 2.00], [-2.96, 1.83, 2.11], [-3.56, 1.91, -1.16], [0.21, -0.40, 2.15]], "lowdin_spin": [0.0002, 0.0007, -0.0003, 0.0121, 0.0599, 0.0689, 0.0123, 0.0104, 0.0004, -0.0002, 0.6728, 0.0344, 0.0378, 0.0065, 0.0145, 0.0000, 0.0001, 0.0000, 0.0002, 0.0000, 0.0006, 0.0001, 0.0459, 0.0003, 0.0010, 0.0215], "orbital_gap_ev": [8.467, 7.032], "total_charge": 1, "e_lumo_ev": [-4.974, -6.589], "multiplicity": 2, "s2": 0.753, "total_energy_ev": -54864.921}


6.
{"formula": "C3H10BN", "method": "wB97M-V/def2-TZVPD", "elements": ["B", "C", "C", "C", "N", "H", "H", "H", "H", "H", "H", "H", "H", "H", "H"], "xyz": [[-0.49, -0.24, 0.04], [-1.57, -1.31, -0.29], [-0.85, 1.62, -0.67], [1.99, 0.15, 0.63], [0.71, -0.55, 0.57], [-2.11, -1.73, 0.59], [-0.89, -2.12, -0.52], [-2.27, -1.11, -1.07], [-0.94, 2.10, 0.32], [-1.64, 1.80, -1.38], [0.16, 2.01, -0.97], [2.41, 0.03, 1.67], [2.63, -0.34, -0.05], [1.97, 1.26, 0.39], [0.88, -1.58, 0.73]], "mulliken_charge": [0.1814, -0.9262, -1.0492, -0.7534, -0.1902, 0.3144, 0.2949, 0.2689, 0.2830, 0.3299, 0.2115, 0.2622, 0.2963, 0.2724, 0.2041], "orbital_gap_ev": 9.530, "total_charge": 0, "e_lumo_ev": 0.640, "multiplicity": 1, "total_energy_ev": -5439.177}